{
  "formula": "C25H48Cl3LaN4O3SSi",
  "method": "ωB97M-V/def2-TZVPD",
  "elements": ["C", "C", "H", "H", "H", "C", "C", "H", "H", "H", "H", "La", "Cl", "Cl", "C", "O", "N", "C", "C", "H", "H", "H", "H", "H", "H", "H", "H", "H", "C", "C", "N", "H", "C", "O", "H", "H", "H", "H", "O", "C", "C", "C", "H", "C", "H", "C", "H", "C", "C", "H", "H", "H", "Si", "Cl", "C", "C", "C", "H", "H", "H", "H", "H", "H", "H", "H", "H", "C", "N", "C", "C", "S", "N", "C", "C", "H", "H", "H", "H", "H", "H", "H", "H", "H", "H", "H", "H"],
  "coordinates": [[-3.887, -1.895, -2.550], [-3.262, -2.587, -1.379], [-4.576, -2.562, -3.082], [-3.116, -1.544, -3.251], [-4.436, -1.008, -2.208], [-3.151, -3.925, -1.287], [-3.547, -4.879, -2.364], [-2.829, -4.397, -0.356], [-3.367, -4.465, -3.367], [-4.610, -5.162, -2.300], [-2.963, -5.804, -2.263], [0.236, 0.768, -0.941], [-1.571, 2.592, 0.058], [2.201, 0.641, -2.891], [-0.150, -0.081, 2.489], [0.447, 0.304, 1.453], [0.429, -0.845, 3.418], [1.723, -1.481, 3.170], [-0.223, -1.136, 4.690], [-1.200, 0.209, 2.685], [2.181, -1.038, 2.282], [1.595, -2.564, 3.012], [2.361, -1.334, 4.051], [-1.213, -0.672, 4.695], [0.379, -0.733, 5.520], [-0.335, -2.221, 4.828], [-0.678, -2.261, -2.562], [-0.065, -5.035, -1.490], [0.362, -2.509, -2.827], [0.944, -4.681, -1.756], [1.007, -3.219, -1.724], [0.908, -1.584, -3.064], [1.701, -2.577, -0.761], [1.613, -1.355, -0.529], [1.664, -5.087, -1.038], [2.354, -3.245, -0.165], [0.353, -3.176, -3.698], [1.178, -5.037, -2.766], [-1.707, -0.900, -1.021], [-2.648, -1.635, -0.357], [-1.106, -3.201, 0.923], [-2.210, -2.355, 0.938], [-0.532, -3.276, -0.006], [-0.784, -3.985, 2.038], [-3.456, -0.941, -0.059], [-2.998, -2.281, 2.086], [0.096, -4.633, 2.009], [-1.600, -3.941, 3.170], [-2.711, -3.089, 3.190], [-3.865, -1.613, 2.078], [-1.367, -4.565, 4.038], [-3.353, -3.046, 4.075], [-1.075, 2.793, -4.236], [-1.395, 0.898, -3.131], [0.558, 2.711, -5.131], [-1.101, 4.236, -3.042], [-2.481, 2.948, -5.453], [1.303, 2.153, -4.543], [0.955, 3.721, -5.317], [0.448, 2.217, -6.107], [-2.411, 2.194, -6.247], [-2.466, 3.934, -5.940], [-3.452, 2.839, -4.957], [-0.591, 4.018, -2.093], [-2.141, 4.510, -2.808], [-0.616, 5.111, -3.508], [0.840, 4.520, 1.804], [1.859, 3.546, 2.185], [1.709, 2.955, 3.517], [2.505, 2.866, 1.207], [2.107, 3.117, -0.426], [3.496, 2.000, 1.574], [4.415, 2.391, 2.646], [4.073, 1.123, 0.551], [0.633, 5.140, 2.681], [-0.084, 4.021, 1.465], [1.230, 5.130, 0.983], [1.634, 1.861, 3.470], [2.546, 3.243, 4.165], [0.787, 3.355, 3.951], [4.295, 1.720, 3.509], [5.447, 2.298, 2.286], [4.237, 3.428, 2.954], [3.330, 0.392, 0.195], [4.411, 1.710, -0.318], [4.920, 0.598, 1.005]],
  "forces_ev_per_angstrom": [[0.10, 0.03, -0.31], [0.38, -1.04, 0.58], [0.10, 0.21, 0.06], [-0.23, -0.04, 0.14], [0.12, -0.17, -0.09], [-0.39, 0.64, 0.20], [-0.13, -0.37, -0.36], [0.13, 0.30, -0.28], [-0.08, -0.17, 0.25], [0.22, 0.03, -0.05], [-0.17, 0.14, -0.15], [-0.65, -1.23, 0.88], [-0.25, 0.08, 0.15], [0.19, -0.02, -0.14], [0.59, 0.32, -0.88], [-0.60, -0.59, 1.59], [-0.10, -0.11, -0.16], [0.02, 0.08, 0.14], [0.03, -0.05, -0.02], [0.42, 0.00, -0.02], [-0.11, -0.06, 0.18], [-0.08, 0.35, 0.05], [-0.05, 0.00, -0.24], [0.17, -0.13, 0.06], [-0.19, -0.07, -0.26], [0.02, 0.34, -0.10], [0.29, 0.00, -0.04], [0.24, 0.17, -0.05], [-0.61, 0.19, 0.04], [0.07, 0.22, 0.06], [0.93, -0.06, 0.23], [-0.08, -0.35, 0.10], [-0.88, 0.58, -0.51], [0.45, -1.47, -0.14], [-0.15, -0.01, -0.16], [-0.26, 0.29, -0.03], [0.14, 0.20, 0.17], [0.04, 0.03, 0.26], [1.97, 0.47, 0.38], [-0.55, 0.44, 0.32], [0.32, -0.21, 0.13], [-0.28, 0.13, -0.67], [-0.28, 0.11, 0.54], [-0.08, 0.29, -0.20], [-0.21, -0.12, 0.27], [0.07, -0.20, 0.01], [-0.30, 0.09, 0.04], [-0.04, 0.07, 0.04], [0.10, 0.12, 0.06], [0.24, -0.25, 0.09], [-0.13, 0.20, -0.29], [0.23, -0.05, -0.27], [0.26, 0.22, -0.06], [-0.77, 1.29, -2.00], [0.16, -0.26, -0.07], [-0.14, -0.09, 0.16], [-0.25, -0.26, -0.03], [-0.21, 0.22, -0.25], [-0.23, -0.20, 0.12], [0.02, 0.04, 0.25], [-0.03, 0.08, 0.18], [0.13, -0.15, 0.20], [0.11, 0.01, -0.08], [-0.15, 0.13, -0.22], [0.32, -0.12, 0.07], [-0.12, -0.38, 0.04], [-0.20, 0.25, -0.09], [0.17, -0.74, -0.12], [0.01, 0.33, 0.15], [-0.28, 0.11, 0.02], [0.39, -0.07, 0.07], [-0.02, 0.49, -0.14], [0.01, -0.28, 0.22], [-0.08, 0.04, -0.23], [0.06, 0.00, -0.17], [0.35, 0.18, 0.09], [-0.22, -0.06, 0.32], [0.12, 0.22, -0.09], [-0.28, -0.18, 0.05], [0.20, -0.18, -0.08], [0.12, 0.27, -0.06], [-0.26, 0.11, 0.05], [0.10, -0.31, -0.12], [0.31, 0.23, 0.13], [-0.05, -0.27, 0.26], [-0.24, 0.01, -0.10]],
  "e_homo_ev": -7.7,
  "relative_energy_kj_mol": 55.56
}



{
  "formula": "C3H7NO2",
  "method": "ωB97M-V/def2-TZVPD",
  "elements": ["C", "C", "N", "H", "H", "H", "H", "H", "H", "O", "C", "O", "H"],
  "coordinates": [[0.768, -1.865, -1.545], [1.697, -2.817, -1.148], [0.361, -1.008, -0.433], [0.573, -1.593, -2.534], [2.048, -3.634, -1.743], [2.300, -2.637, -0.369], [0.987, -1.035, 0.346], [0.196, 0.065, -0.731], [-0.540, -1.328, -0.095], [-0.388, 1.253, 0.401], [-0.875, 2.266, 0.972], [-1.782, 2.310, 1.818], [-0.273, 3.202, 0.736]],
  "forces_ev_per_angstrom": [[3.91, -2.96, 3.35], [-3.36, 1.73, -4.39], [-1.02, 2.25, -2.72], [-1.26, 0.02, -1.16], [-0.04, -0.01, -0.80], [1.33, 0.29, 3.72], [0.54, 0.22, 0.55], [-0.01, -1.34, 1.72], [-0.37, 0.37, 0.25], [0.25, -1.55, -1.01], [-0.05, 1.20, 1.52], [0.81, -0.02, -1.16], [-0.73, -0.18, 0.12]],
  "e_homo_ev": -7.9,
  "relative_energy_kj_mol": 375.83
}



{
  "formula": "C12H7N2O5SW",
  "method": "ωB97M-V/def2-TZVPD",
  "elements": ["O", "C", "W", "O", "C", "C", "O", "C", "O", "C", "O", "H", "N", "C", "N", "C", "C", "C", "C", "C", "C", "S", "H", "H", "H", "H", "H", "H"],
  "coordinates": [[-4.325, 5.112, -2.577], [-3.920, 4.133, -2.203], [-0.601, 1.344, -0.126], [-3.457, 1.042, -1.338], [-2.412, 1.174, -0.900], [1.083, 2.232, 0.452], [2.063, 2.705, 0.794], [-1.439, 2.030, 1.532], [-1.922, 2.401, 2.497], [0.112, 1.368, -1.980], [0.531, 1.349, -3.041], [-0.922, 3.049, -0.595], [-2.385, -0.998, 1.437], [-1.192, -1.308, 1.094], [-0.280, -0.567, 0.460], [1.034, -1.195, 0.206], [2.135, -0.686, -0.407], [3.257, -1.495, -0.498], [3.263, -2.778, 0.011], [2.142, -3.301, 0.633], [1.032, -2.485, 0.718], [-0.550, -2.917, 1.479], [-2.982, -1.660, 1.926], [-2.828, -0.088, 1.257], [2.151, 0.330, -0.819], [4.150, -1.091, -0.990], [4.157, -3.401, -0.068], [2.104, -4.304, 1.048]],
  "forces_ev_per_angstrom": [[0.22, -0.63, 0.22], [-0.17, 0.62, -0.19], [0.61, -1.57, 0.39], [2.39, 0.26, 1.02], [-5.63, 0.00, -2.44], [4.82, 2.93, 1.47], [-2.24, -1.02, -0.78], [-2.62, 2.45, 4.60], [1.05, -0.79, -2.08], [2.10, 0.49, -5.60], [-0.97, 0.08, 2.45], [-0.02, -0.25, 0.14], [-1.40, 0.75, 0.24], [1.82, -2.39, 0.28], [1.65, 1.09, -1.05], [-2.27, 1.18, 0.41], [-1.20, 1.59, -0.20], [1.16, 1.00, -0.84], [-0.01, -2.42, 0.97], [1.09, -0.83, -0.08], [-2.40, -1.50, 1.50], [1.76, 0.21, -0.76], [-0.02, -0.11, 0.04], [0.30, -0.56, 0.08], [0.19, -0.64, 0.17], [-0.27, -0.22, 0.19], [-0.22, 0.23, -0.01], [0.26, 0.07, -0.13]],
  "e_homo_ev": [-20.3, -20.3],
  "charge": 3,
  "spin_multiplicity": 3,
  "s_squared": 2.0247,
  "relative_energy_kj_mol": 0.00
}



{
  "formula": "C31H40BN2O28P",
  "method": "ωB97M-V/def2-TZVPD",
  "elements": ["C", "C", "O", "N", "C", "C", "O", "C", "C", "P", "N", "O", "C", "O", "C", "B", "O", "O", "C", "C", "O", "H", "H", "H", "H", "H", "H", "H", "H", "H", "H", "H", "H", "O", "C", "O", "C", "C", "O", "H", "H", "H", "H", "O", "C", "O", "C", "C", "O", "H", "H", "H", "H", "O", "C", "O", "C", "C", "O", "H", "H", "H", "H", "O", "C", "O", "C", "C", "O", "H", "H", "H", "H", "O", "C", "O", "C", "C", "O", "H", "H", "H", "H", "O", "C", "O", "C", "C", "O", "H", "H", "H", "H", "O", "C", "O", "C", "C", "O", "H", "H", "H", "H"],
  "coordinates": [[6.537, 0.651, -1.774], [5.488, -0.552, -1.334], [5.159, -0.791, -0.033], [4.882, -1.408, -2.467], [6.012, -2.314, -2.882], [6.305, -2.820, -4.447], [6.868, -2.770, -1.927], [3.677, -2.137, -1.930], [2.407, -1.363, -1.616], [2.213, 0.537, -1.890], [0.588, 0.969, -2.487], [3.287, 1.093, -3.193], [1.136, -2.227, -0.953], [-0.136, -2.112, -1.329], [1.630, -3.322, 0.212], [0.849, -3.546, 1.652], [1.688, -3.403, 2.891], [-0.590, -3.825, 1.825], [2.898, -4.099, -0.099], [3.603, -3.761, -1.579], [3.994, -4.748, -2.384], [7.629, 0.267, -1.557], [6.364, 1.660, -1.205], [6.436, 0.745, -2.954], [7.474, -2.697, -4.658], [6.092, -3.978, -4.487], [5.655, -2.206, -5.236], [-0.173, 0.379, -2.089], [0.539, 1.061, -3.525], [2.721, 1.716, -3.772], [2.652, -3.197, 2.625], [-0.682, -4.087, 2.809], [3.368, -4.875, 0.659], [-1.591, 1.530, -4.099], [-2.491, 0.908, -3.559], [-2.638, -0.448, -3.623], [-3.648, -0.796, -2.695], [-4.438, 0.465, -2.558], [-3.482, 1.477, -2.812], [-4.252, -1.626, -3.073], [-3.176, -1.098, -1.755], [-5.238, 0.540, -3.302], [-4.868, 0.580, -1.560], [11.192, -0.545, 1.997], [10.455, -1.343, 1.441], [10.025, -2.513, 1.997], [9.025, -3.031, 1.140], [9.344, -2.405, -0.179], [9.954, -1.181, 0.182], [9.072, -4.123, 1.105], [8.043, -2.730, 1.520], [10.057, -2.998, -0.761], [8.450, -2.230, -0.783], [-6.008, -2.526, -1.916], [-6.970, -1.814, -1.681], [-6.892, -0.564, -1.140], [-8.182, 0.009, -1.238], [-9.081, -1.183, -1.315], [-8.267, -2.166, -1.925], [-8.395, 0.635, -0.367], [-8.228, 0.626, -2.141], [-9.387, -1.540, -0.326], [-9.974, -0.992, -1.916], [4.256, 2.443, 0.558], [3.294, 3.154, 0.792], [3.372, 4.405, 1.334], [2.082, 4.977, 1.236], [1.183, 3.786, 1.159], [1.997, 2.803, 0.549], [1.869, 5.604, 2.106], [2.036, 5.595, 0.333], [0.877, 3.428, 2.147], [0.289, 3.977, 0.558], [-9.413, 3.854, 0.532], [-8.944, 3.412, 1.568], [-8.531, 4.180, 2.617], [-8.270, 3.299, 3.694], [-7.998, 1.997, 3.014], [-8.763, 2.084, 1.827], [-7.416, 3.648, 4.282], [-9.154, 3.258, 4.339], [-6.943, 1.877, 2.747], [-8.312, 1.140, 3.616], [3.936, 8.041, 2.755], [5.016, 7.526, 2.995], [5.174, 6.308, 3.592], [6.545, 5.973, 3.486], [7.212, 7.302, 3.333], [6.223, 8.092, 2.702], [6.884, 5.437, 4.376], [6.685, 5.332, 2.609], [7.466, 7.755, 4.296], [8.114, 7.246, 2.717], [-11.566, -3.210, 1.737], [-10.666, -4.005, 1.521], [-9.834, -3.955, 0.440], [-8.803, -4.896, 0.671], [-9.424, -5.858, 1.630], [-10.361, -5.061, 2.330], [-8.500, -5.376, -0.264], [-7.940, -4.376, 1.100], [-9.959, -6.668, 1.122], [-8.693, -6.292, 2.317]],
  "forces_ev_per_angstrom": [[-0.08, -1.41, -0.90], [-0.93, -0.18, 6.85], [2.01, 1.58, -8.76], [0.92, -1.30, 2.05], [4.33, -3.26, 3.21], [-0.13, 0.46, 0.58], [-5.33, 3.04, -5.90], [-4.17, 0.84, 1.35], [2.39, -3.81, -2.10], [0.11, 1.18, 0.14], [1.73, -0.99, -0.36], [-3.18, 0.05, 0.09], [-3.26, -0.40, -1.20], [7.74, -0.28, 2.39], [3.41, -1.65, -1.93], [-0.38, 0.18, 1.92], [-0.06, -0.16, -3.69], [3.87, -0.01, 1.72], [-3.47, 3.17, -0.19], [1.35, -3.35, -2.00], [-2.07, 6.19, 4.72], [-2.22, 0.69, -0.25], [-0.05, -2.23, -1.06], [0.15, 0.10, 2.62], [-2.70, -0.05, 0.64], [0.17, 2.45, 0.17], [1.47, -1.49, 1.89], [0.89, 0.48, -0.69], [-0.46, -0.52, 1.16], [1.31, -1.44, 1.24], [-2.36, -0.41, 0.56], [0.08, 0.74, -2.21], [-1.09, 1.62, -2.00], [-1.96, -1.20, 0.97], [1.42, 0.92, -1.05], [0.46, 1.37, -0.24], [-0.43, -1.25, 0.39], [-1.01, 0.06, 0.56], [1.05, -0.11, -0.61], [0.36, 0.20, 0.04], [-0.04, 0.00, -0.09], [0.05, 0.01, 0.03], [0.21, 0.14, -0.30], [-1.61, -1.75, -1.19], [1.48, 1.64, 1.06], [0.57, 0.86, -0.19], [-0.79, -0.83, 0.13], [-0.53, -0.34, -1.12], [0.50, 0.19, 1.07], [0.10, 0.20, 0.15], [0.07, 0.01, -0.07], [-0.01, 0.03, 0.08], [0.37, 0.08, 0.21], [-1.99, 1.46, 0.55], [1.36, -1.39, -0.45], [0.26, -1.19, -0.25], [-0.55, 1.24, 0.15], [-1.24, 0.10, 0.36], [1.35, 0.02, -0.01], [0.19, -0.09, -0.14], [0.02, -0.06, 0.07], [0.02, 0.02, -0.15], [0.20, -0.20, 0.04], [-2.03, 1.63, 0.50], [1.89, -1.49, -0.51], [0.20, -0.96, -0.29], [-0.35, 1.16, 0.22], [-1.07, -0.03, 0.16], [0.98, 0.14, 0.08], [0.27, -0.07, -0.14], [0.00, -0.06, 0.08], [0.05, 0.03, -0.06], [0.19, -0.20, 0.00], [1.11, -1.11, 2.36], [-1.03, 1.20, -2.20], [-0.26, -0.44, -0.93], [0.15, 0.28, 1.11], [0.56, -0.95, 0.49], [-0.28, 0.75, -0.36], [-0.18, 0.10, -0.19], [0.07, -0.01, -0.07], [-0.08, 0.03, 0.02], [-0.03, 0.08, -0.26], [2.30, -1.16, 0.50], [-2.10, 0.94, -0.46], [-0.37, 1.00, -0.31], [0.52, -1.07, 0.14], [1.11, 0.23, 0.18], [-1.01, -0.26, 0.03], [-0.24, 0.06, -0.12], [-0.04, 0.06, 0.07], [-0.04, -0.03, -0.08], [-0.23, 0.15, 0.02], [2.08, -1.73, -0.52], [-1.96, 1.57, 0.56], [-0.76, 0.13, 0.62], [1.06, -0.19, -0.62], [0.35, -1.07, 0.23], [-0.32, 0.92, -0.41], [-0.12, 0.26, 0.08], [-0.07, -0.05, -0.03], [0.04, 0.09, 0.03], [-0.25, 0.12, 0.01]],
  "e_homo_ev": -8.0,
  "smiles": "CC(=O)N(C(C)=O)C1=C(P(N)O)C(=O)C(B(O)O)=CC1=O.O=C1OCCO1.O=C1OCCO1.O=C1OCCO1.O=C1OCCO1.O=C1OCCO1.O=C1OCCO1.O=C1OCCO1"
}



{
  "formula": "C3H5O3Sc",
  "method": "ωB97M-V/def2-TZVPD",
  "elements": ["H", "O", "C", "C", "O", "O", "C", "Sc", "H", "H", "H", "H"],
  "coordinates": [[-1.842, -0.876, 1.000], [-0.856, -0.295, 0.812], [0.031, 1.766, 0.122], [0.437, -0.882, 0.588], [-1.077, 2.312, -0.033], [0.172, 0.870, -0.980], [0.972, -0.287, -0.713], [-2.265, 0.758, -0.703], [0.460, -1.975, 0.620], [0.993, -0.451, 1.431], [0.964, -0.981, -1.558], [2.010, 0.043, -0.587]],
  "forces_ev_per_angstrom": [[4.81, 1.11, -0.03], [-6.78, -1.72, 0.11], [-3.61, 0.08, -3.72], [0.89, -0.31, 0.79], [2.55, 0.29, 1.70], [0.36, 1.15, 0.90], [1.31, -0.62, 0.33], [1.18, 0.04, 0.19], [-0.18, 0.26, 0.02], [0.14, -0.54, -0.16], [-0.47, 0.45, -0.11], [-0.19, -0.20, -0.02]],
  "e_homo_ev": [-20.2, -18.2],
  "charge": 2,
  "relative_energy_kj_mol": 323.21
}



{
  "formula": "C5H12",
  "method": "ωB97M-V/def2-TZVPD",
  "elements": ["C", "C", "C", "H", "H", "H", "H", "H", "H", "C", "C", "H", "H", "H", "H", "H", "H"],
  "coordinates": [[-0.755, -2.325, 1.156], [-1.634, -1.348, 1.478], [-0.982, 0.003, 2.016], [-1.002, -3.417, 0.975], [0.193, -2.138, 0.587], [-2.649, -1.813, 1.525], [-0.044, -0.315, 2.511], [-1.035, 0.664, 1.127], [-1.511, 0.478, 2.851], [1.834, 1.315, -1.432], [1.068, 1.891, -2.718], [1.428, 1.391, -0.484], [2.961, 1.645, -1.395], [1.924, 0.164, -1.464], [1.011, 2.995, -2.623], [1.512, 1.646, -3.630], [0.022, 1.485, -2.973]],
  "forces_ev_per_angstrom": [[0.03, -0.78, -2.44], [1.47, -1.75, 1.37], [-1.74, -1.33, -0.73], [-0.43, 1.50, 0.24], [-0.18, 0.31, 1.65], [0.41, 1.50, 0.71], [-0.08, 0.64, -1.19], [0.98, 0.12, 0.85], [-0.47, -0.21, -0.47], [2.45, -2.14, -3.13], [-1.57, 0.08, 2.26], [-1.22, 1.16, 1.68], [-2.27, -0.27, -0.16], [-0.11, 1.53, -0.53], [-0.11, -0.65, -0.21], [1.62, -0.26, -1.24], [1.19, 0.54, 1.35]],
  "e_homo_ev": -9.3,
  "smiles": "C=CC.CC",
  "relative_energy_kj_mol": 293.12
}



Values of max |F|, in order: 0.049; 0.115; 0.119; 0.177; 0.136; 0.088, all in hartree/bohr.